1.
Formula: C8H13N2O
Source: the Open Molecules 2025 dataset
Level of theory: wB97M-V/def2-TZVPD

CARTESIAN COORDINATES (ANGSTROEM)
C 2.43 -0.69 0.81
C 1.09 -0.38 0.22
N 0.31 0.50 0.78
N 0.34 1.18 2.06
C -0.71 2.03 2.16
O -0.88 2.74 3.14
C -1.48 2.06 0.86
C -0.61 1.16 0.00
C -1.58 0.23 -0.75
C -0.87 -1.09 -1.15
C 0.65 -0.88 -1.14
H 2.93 -1.48 0.26
H 2.58 -0.69 1.84
H 3.05 0.14 0.44
H 1.21 1.10 2.70
H -2.43 1.54 1.16
H -1.76 3.03 0.46
H 0.00 1.71 -0.65
H -2.12 0.78 -1.50
H -2.35 -0.08 -0.11
H -1.20 -1.30 -2.14
H -1.29 -1.82 -0.47
H 0.80 0.03 -1.79
H 1.20 -1.70 -1.55

Energy above the lowest of the compared OMol25 structures with the same formula, charge and spin, kcal/mol: 42.2
Total charge: +1
E, hartree: -497.083638
LUMO energy, eV: -4.111

2.
Formula: C4H5NOS
Source: the Open Molecules 2025 dataset
Level of theory: wB97M-V/def2-TZVPD

CARTESIAN COORDINATES (ANGSTROEM)
C 2.86 -0.99 -0.19
C 1.88 -0.29 -0.01
C 0.70 0.60 0.00
O 0.88 1.77 0.08
N -0.57 0.01 -0.21
C -1.75 0.85 -0.18
S -0.84 -1.70 -0.06
H 3.63 -1.69 -0.28
H -2.16 0.91 0.84
H -1.36 1.79 -0.36
H -2.44 0.54 -0.92
H -0.85 -1.80 1.28

Energy above the lowest of the compared OMol25 structures with the same formula, charge and spin, kcal/mol: 62.3
E, hartree: -683.508607
LUMO energy, eV: 0.541

3.
Formula: C41H34CoFN3O4P2S
Source: the Open Molecules 2025 dataset
Level of theory: wB97M-V/def2-TZVPD

CARTESIAN COORDINATES (ANGSTROEM)
Co -0.15 0.40 0.65
S -0.71 2.98 4.10
C -1.69 1.61 4.37
C -1.69 0.74 3.32
C -0.88 1.20 2.24
C -0.27 2.39 2.54
C 0.67 2.96 1.61
C 1.38 4.14 1.78
C 2.27 4.54 0.81
C 2.45 3.74 -0.32
C 1.70 2.59 -0.43
N 0.82 2.21 0.49
H -2.23 1.52 5.30
H -2.25 -0.18 3.32
H 1.23 4.73 2.68
H 2.83 5.46 0.92
H 3.15 4.01 -1.10
H 1.82 1.94 -1.29
C -2.35 -0.96 -1.34
C -1.24 -0.91 -2.37
P 0.37 -0.43 -1.61
C 1.24 -1.99 -1.29
C 0.61 -3.22 -1.29
C 1.34 -4.39 -1.12
C 2.72 -4.33 -0.97
C 3.36 -3.09 -0.93
C 2.62 -1.93 -1.07
C 1.20 0.28 -3.07
C 1.98 -0.49 -3.93
C 2.48 0.06 -5.10
C 2.20 1.38 -5.42
C 1.40 2.15 -4.59
C 0.90 1.60 -3.42
P -2.21 0.46 -0.19
C -2.48 1.96 -1.16
C -2.04 3.18 -0.65
C -2.23 4.35 -1.37
C -2.87 4.31 -2.61
C -3.32 3.10 -3.12
C -3.14 1.93 -2.40
C -3.61 0.23 0.90
C -4.50 1.28 1.17
C -5.55 1.07 2.05
C -5.73 -0.16 2.65
C -4.85 -1.20 2.39
C -3.79 -1.01 1.52
H -2.29 -1.86 -0.73
H -3.34 -0.94 -1.80
H -1.45 -0.16 -3.13
H -1.11 -1.86 -2.90
H -0.47 -3.29 -1.43
H 0.83 -5.35 -1.13
H 3.30 -5.24 -0.89
H 4.43 -3.04 -0.80
H 3.13 -0.97 -1.04
H 2.21 -1.52 -3.69
H 3.09 -0.55 -5.75
H 2.60 1.80 -6.33
H 1.17 3.17 -4.85
H 0.26 2.20 -2.78
H -1.56 3.21 0.32
H -1.90 5.29 -0.96
H -3.01 5.22 -3.17
H -3.82 3.07 -4.07
H -3.51 1.00 -2.80
H -4.37 2.24 0.69
H -6.24 1.88 2.25
H -6.56 -0.31 3.33
H -4.98 -2.16 2.87
H -3.08 -1.81 1.35
F 5.98 -2.66 2.47
C 4.75 -3.14 2.58
C 3.71 -2.34 2.85
N 2.42 -2.83 2.93
C 1.33 -1.93 3.25
C 0.85 -1.13 2.06
O 1.56 -0.21 1.57
O -0.31 -1.31 1.58
C 2.13 -4.17 2.74
O 1.00 -4.61 2.77
N 3.24 -4.96 2.51
C 4.57 -4.57 2.36
O 5.43 -5.36 2.07
H 3.84 -1.28 2.98
H 1.67 -1.22 4.01
H 0.50 -2.52 3.64
H 3.04 -5.94 2.38

Total charge: +1
E, hartree: -4611.449226
LUMO energy (spin up / spin down), eV: -2.795 / -2.799

4.
Formula: C26H26N3O2P2Pd
Source: the Open Molecules 2025 dataset
Level of theory: wB97M-V/def2-TZVPD

CARTESIAN COORDINATES (ANGSTROEM)
Pd -0.93 -0.20 0.33
O 0.18 -0.42 -6.45
C -0.07 -1.49 -5.80
O 0.12 -2.70 -6.03
C -0.57 -1.21 -4.37
C -0.79 -2.23 -3.49
C -1.06 -1.91 -2.18
N -1.16 -0.62 -1.79
C -1.04 0.43 -2.65
C -0.81 0.15 -3.97
C -1.16 1.77 -2.11
C -1.16 2.92 -2.85
C -1.07 4.17 -2.23
C -0.90 4.28 -0.89
C -0.85 3.10 -0.18
N -1.02 1.88 -0.72
C -1.28 -2.93 -1.08
C -1.49 -4.29 -1.36
C -1.72 -5.08 -0.29
C -1.80 -4.62 1.01
C -1.66 -3.29 1.15
N -1.40 -2.43 0.17
H -0.79 -3.21 -3.91
H -0.61 0.83 -4.78
H -1.21 2.80 -3.93
H -0.96 5.08 -2.84
H -0.72 5.19 -0.41
H -0.65 3.11 0.86
H -1.45 -4.66 -2.36
H -1.82 -6.14 -0.40
H -1.97 -5.31 1.84
H -1.79 -2.80 2.14
C 2.14 -1.78 0.88
P 1.41 -0.17 0.48
C 2.22 0.23 -1.12
C 1.87 1.03 1.75
C 3.04 1.77 1.64
C 3.46 2.68 2.60
C 2.64 2.97 3.68
C 1.36 2.37 3.74
C 1.02 1.35 2.80
P -0.63 0.52 2.66
C -0.61 -0.81 3.90
C -1.82 1.73 3.30
H 3.19 -1.67 1.07
H 1.98 -2.38 0.02
H 1.67 -2.19 1.80
H 3.23 0.66 -1.09
H 1.58 0.84 -1.76
H 2.31 -0.74 -1.69
H 3.62 1.61 0.73
H 4.40 3.15 2.48
H 2.97 3.62 4.47
H 0.66 2.43 4.62
H -0.44 -0.41 4.87
H 0.14 -1.48 3.53
H -1.56 -1.38 3.81
H -1.65 1.84 4.39
H -2.80 1.35 3.16
H -1.82 2.71 2.87

Total charge: +1
2S+1: 3
E, hartree: -2131.485883
LUMO energy (spin up / spin down), eV: -3.446 / -4.841
<S²>: 2.006

5.
Formula: C21H16N6OS4Sn
Source: the Open Molecules 2025 dataset
Level of theory: wB97M-V/def2-TZVPD

CARTESIAN COORDINATES (ANGSTROEM)
Sn -1.54 -1.51 0.54
C -0.01 -1.30 5.19
C 0.11 -0.58 3.87
O -0.86 -0.43 3.14
N 1.34 -0.07 3.61
C 1.74 0.56 2.36
C 2.62 -0.33 1.52
C 4.00 -0.11 1.46
C 4.78 -0.96 0.69
C 4.16 -2.01 0.03
C 2.79 -2.17 0.17
N 2.04 -1.35 0.89
H -0.89 -1.94 5.16
H -0.15 -0.57 5.98
H 0.87 -1.90 5.42
H 2.09 -0.31 4.24
H 2.26 1.49 2.58
H 0.82 0.79 1.82
H 4.44 0.72 1.99
H 5.84 -0.80 0.60
H 4.73 -2.70 -0.59
H 2.27 -2.99 -0.31
S -0.92 4.21 -5.13
N -1.08 2.61 -5.25
C -1.13 2.14 -4.02
C -1.25 0.74 -3.65
C -1.24 -0.29 -4.60
C -1.30 -1.59 -4.16
C -1.37 -1.84 -2.79
N -1.40 -0.87 -1.89
C -1.35 0.42 -2.29
C -1.38 1.48 -1.28
N -1.64 1.12 -0.01
C -1.63 2.04 0.94
C -1.34 3.38 0.70
C -1.11 3.77 -0.60
C -1.15 2.82 -1.62
C -1.04 3.15 -3.03
N -0.91 4.36 -3.52
H -1.19 -0.04 -5.65
H -1.29 -2.42 -4.86
H -1.42 -2.85 -2.40
H -1.87 1.68 1.94
H -1.32 4.08 1.51
H -0.90 4.80 -0.86
S -4.66 -4.72 1.17
C -3.59 -3.64 0.55
S -4.03 -1.95 0.34
S -1.96 -4.08 0.10

E, hartree: -3020.776785
LUMO energy, eV: -1.016

6.
Formula: C2Cl3FN4
Source: the Open Molecules 2025 dataset
Level of theory: wB97M-V/def2-TZVPD

CARTESIAN COORDINATES (ANGSTROEM)
F -0.83 -1.02 1.83
N -1.10 -0.39 0.60
N -2.32 -0.10 0.17
N -2.11 0.51 -0.97
N -0.80 0.74 -1.19
C -0.16 0.24 -0.20
C 1.42 0.11 -0.09
Cl 2.01 0.43 1.55
Cl 1.67 -1.65 -0.48
Cl 2.22 1.13 -1.21

Energy above the lowest of the compared OMol25 structures with the same formula, charge and spin, kcal/mol: 12.5
E, hartree: -1775.527488
LUMO energy, eV: -0.025

7.
Formula: C31H40MnN2O2Sb2
Source: the Open Molecules 2025 dataset
Level of theory: wB97M-V/def2-TZVPD

CARTESIAN COORDINATES (ANGSTROEM)
Mn 0.88 0.93 1.92
O -0.37 2.41 1.99
C -1.67 2.44 2.11
C -2.34 3.64 1.84
C -3.72 3.78 1.95
C -4.49 2.69 2.34
C -3.86 1.48 2.61
C -2.47 1.30 2.49
C -1.93 0.00 2.70
N -0.66 -0.32 2.48
N -0.32 -1.61 2.67
C 0.97 -1.80 2.43
O 1.78 -0.83 2.05
C 1.51 -3.14 2.57
C 2.90 -3.36 2.43
C 3.43 -4.63 2.55
C 2.62 -5.73 2.80
C 1.24 -5.53 2.94
C 0.70 -4.26 2.83
H -1.72 4.48 1.55
H -4.19 4.74 1.72
H -5.57 2.78 2.44
H -4.46 0.62 2.90
H -2.60 -0.80 3.01
H 3.53 -2.50 2.24
H 4.50 -4.76 2.43
H 3.04 -6.72 2.88
H 0.59 -6.37 3.13
H -0.37 -4.11 2.93
C -2.69 3.88 -2.15
Sb -1.16 2.55 -1.35
C -2.66 1.14 -0.75
C -0.73 1.72 -3.38
C -1.59 0.59 -3.81
C -2.84 0.87 -4.38
C -3.74 -0.14 -4.71
C -3.39 -1.46 -4.48
C -2.15 -1.75 -3.95
C -1.22 -0.76 -3.62
C 0.11 -1.15 -3.08
Sb 0.39 -1.03 -0.90
C -1.06 -2.56 -0.49
C 2.09 -2.33 -1.05
H -3.40 3.33 -2.76
H -2.23 4.67 -2.74
H -3.21 4.32 -1.30
H -3.13 0.68 -1.63
H -3.40 1.70 -0.19
H -2.25 0.37 -0.10
H 0.33 1.46 -3.40
H -0.88 2.58 -4.03
H -3.11 1.90 -4.55
H -4.70 0.12 -5.14
H -4.08 -2.26 -4.72
H -1.86 -2.79 -3.79
H 0.91 -0.54 -3.50
H 0.32 -2.19 -3.34
H -0.63 -3.55 -0.68
H -1.93 -2.41 -1.13
H -1.35 -2.49 0.55
H 1.78 -3.28 -1.50
H 2.50 -2.51 -0.06
H 2.85 -1.86 -1.67
C 4.85 1.95 2.09
C 3.80 1.84 0.97
C 4.11 2.93 -0.07
C 3.97 0.48 0.28
C 2.40 2.02 1.52
H 5.88 1.87 1.70
H 4.68 1.15 2.82
H 4.75 2.91 2.61
H 5.12 2.81 -0.50
H 4.05 3.93 0.39
H 3.38 2.90 -0.88
H 5.01 0.35 -0.08
H 3.30 0.42 -0.58
H 3.72 -0.33 0.97
H 2.13 3.08 1.62

Energy above the lowest of the compared OMol25 structures with the same formula, charge and spin, kcal/mol: 0.0
Total charge: -2
2S+1: 6
E, hartree: -3096.658532
LUMO energy (spin up / spin down), eV: 4.570 / 4.567
<S²>: 8.872

8.
Formula: C2H10N2S
Source: the Open Molecules 2025 dataset
Level of theory: wB97M-V/def2-TZVPD

CARTESIAN COORDINATES (ANGSTROEM)
C -1.40 1.52 -0.75
S -1.13 -0.18 -1.66
H -2.42 1.83 -1.03
H -0.82 2.32 -1.28
H -1.29 1.41 0.35
H 0.11 -0.10 -1.23
N 0.99 -1.41 0.64
C 1.52 -0.13 1.04
N 1.11 0.27 2.36
H 0.00 -1.36 0.34
H 1.56 -1.81 -0.06
H 1.27 0.68 0.34
H 2.59 -0.17 1.04
H 0.12 0.22 2.32
H 1.53 -0.43 3.01

Energy above the lowest of the compared OMol25 structures with the same formula, charge and spin, kcal/mol: 30.4
Total charge: +1
2S+1: 2
E, hartree: -589.516609
LUMO energy (spin up / spin down), eV: -3.394 / -9.198
<S²>: 0.759

9.
Formula: C25H13Cl5N4O5V
Source: the Open Molecules 2025 dataset
Level of theory: wB97M-V/def2-TZVPD

CARTESIAN COORDINATES (ANGSTROEM)
V 0.22 0.24 -0.38
C 1.24 -0.35 5.11
C 1.14 0.85 4.41
C 1.33 0.87 3.03
C 1.61 -0.30 2.34
C 1.72 -1.49 3.05
C 1.54 -1.52 4.42
N 1.69 -0.29 0.93
C 2.90 -0.12 0.33
C 4.15 0.02 0.96
C 5.31 0.10 0.19
C 5.26 0.03 -1.20
C 4.03 -0.10 -1.84
C 2.87 -0.16 -1.09
N 1.57 -0.31 -1.55
N 1.30 -0.94 -2.72
C 0.04 -1.34 -2.68
C -0.56 -2.00 -3.79
C -1.86 -2.40 -3.71
C -2.61 -2.13 -2.54
C -1.99 -1.49 -1.51
N -0.68 -1.14 -1.52
H 1.06 -0.37 6.18
H 0.89 1.76 4.93
H 1.22 1.79 2.47
H 1.93 -2.40 2.50
H 1.60 -2.46 4.96
H 4.20 0.06 2.04
H 6.26 0.21 0.69
H 6.17 0.10 -1.78
H 3.96 -0.16 -2.92
H 0.04 -2.15 -4.68
H -2.32 -2.90 -4.55
H -3.65 -2.39 -2.46
H -2.53 -1.21 -0.62
Cl -2.69 -0.95 6.66
C -2.30 -0.57 5.01
C -1.96 -1.57 4.11
Cl -1.93 -3.22 4.64
C -1.64 -1.27 2.79
Cl -1.24 -2.53 1.69
C -1.63 0.06 2.30
O -1.30 0.40 1.11
C -1.98 1.06 3.25
Cl -1.92 2.69 2.71
C -2.30 0.75 4.56
Cl -2.68 2.02 5.68
O -2.07 3.40 -1.35
C -1.16 2.64 -1.06
O -0.99 1.42 -1.48
C -0.01 3.08 -0.11
O 0.15 4.23 0.24
O 0.74 2.07 0.24

Energy above the lowest of the compared OMol25 structures with the same formula, charge and spin, kcal/mol: 0.0
Total charge: -2
2S+1: 2
E, hartree: -4800.929004
LUMO energy (spin up / spin down), eV: 4.068 / 4.068
<S²>: 1.140

10.
Formula: C13H43B2CoNO7
Source: the Open Molecules 2025 dataset
Level of theory: wB97M-V/def2-TZVPD

CARTESIAN COORDINATES (ANGSTROEM)
Co -0.61 -0.34 -1.44
B -0.71 1.15 -3.00
H 0.11 1.31 -2.22
H -0.57 1.82 -3.93
H -0.70 0.03 -3.23
H -1.72 1.43 -2.49
B -0.31 0.27 0.61
H 0.62 0.21 -0.04
H -1.09 0.84 0.02
H -0.68 -0.83 0.70
H -0.11 0.78 1.61
C 1.88 1.86 3.66
C 2.44 1.42 2.29
O 2.33 0.02 2.06
O 0.48 1.58 3.77
H 1.91 2.94 3.85
H 2.47 1.31 4.40
H 3.49 1.73 2.28
H 1.98 1.97 1.46
H 1.41 -0.07 1.71
H 0.30 0.82 3.21
C 0.49 -4.71 1.22
C 1.04 -3.37 1.67
O 2.11 -3.54 2.60
O -0.46 -4.45 0.19
H 0.11 -5.24 2.10
H 1.26 -5.41 0.91
H 0.26 -2.77 2.13
H 1.45 -2.85 0.80
H 2.59 -2.70 2.64
H -1.20 -5.06 0.24
C -3.47 0.12 -0.04
O -2.64 -0.60 -0.95
C -2.91 -2.00 -0.89
C -2.12 -2.66 -2.00
N -0.69 -2.40 -1.81
C 0.13 -2.69 -3.00
C 1.56 -2.23 -2.73
O 1.47 -0.92 -2.20
C 2.73 -0.33 -1.92
H -3.18 -0.10 0.99
H -4.50 -0.17 -0.26
H -3.37 1.19 -0.21
H -3.97 -2.19 -1.11
H -2.69 -2.35 0.12
H -2.43 -2.36 -3.00
H -2.27 -3.74 -1.88
H -0.38 -3.01 -1.04
H -0.25 -2.27 -3.93
H 0.16 -3.79 -3.06
H 2.18 -2.41 -3.61
H 2.03 -2.85 -1.94
H 3.24 -0.69 -1.02
H 2.50 0.73 -1.78
H 3.40 -0.41 -2.78
C 0.32 4.48 -0.12
C -0.94 4.99 0.58
C -0.95 4.50 2.04
O -0.88 6.41 0.70
H 1.25 4.76 0.37
H 0.40 5.02 -1.07
H 0.33 3.41 -0.31
H -1.80 4.65 0.01
H -0.01 4.71 2.56
H -1.05 3.42 2.19
H -1.77 4.97 2.58
H 0.01 6.75 0.77

2S+1: 4
E, hartree: -2534.796329
LUMO energy (spin up / spin down), eV: -0.039 / -0.042
<S²>: 3.757

- Which of these has the lowest E?
  C25H13Cl5N4O5V

- Among the records above, which one has the lowest E?
  C25H13Cl5N4O5V

Copy entry 1 word for word.
Formula: C8H13N2O
Source: the Open Molecules 2025 dataset
Level of theory: wB97M-V/def2-TZVPD

CARTESIAN COORDINATES (ANGSTROEM)
C 2.43 -0.69 0.81
C 1.09 -0.38 0.22
N 0.31 0.50 0.78
N 0.34 1.18 2.06
C -0.71 2.03 2.16
O -0.88 2.74 3.14
C -1.48 2.06 0.86
C -0.61 1.16 0.00
C -1.58 0.23 -0.75
C -0.87 -1.09 -1.15
C 0.65 -0.88 -1.14
H 2.93 -1.48 0.26
H 2.58 -0.69 1.84
H 3.05 0.14 0.44
H 1.21 1.10 2.70
H -2.43 1.54 1.16
H -1.76 3.03 0.46
H 0.00 1.71 -0.65
H -2.12 0.78 -1.50
H -2.35 -0.08 -0.11
H -1.20 -1.30 -2.14
H -1.29 -1.82 -0.47
H 0.80 0.03 -1.79
H 1.20 -1.70 -1.55

Energy above the lowest of the compared OMol25 structures with the same formula, charge and spin, kcal/mol: 42.2
Total charge: +1
E, hartree: -497.083638
LUMO energy, eV: -4.111